[1]
C14H23NO2PdS4 | wB97M-V/def2-TZVPD

Positions of all 45 atoms, in Å:
Pd1 0.190 -0.351 -0.110
O1 0.884 -0.796 1.682
N1 1.414 0.331 2.210
C1 1.094 0.736 3.441
C2 1.913 1.630 4.091
C3 3.045 2.101 3.430
C4 3.271 1.766 2.107
C5 2.388 0.912 1.464
S1 2.301 0.631 -0.253
H1 0.202 0.292 3.858
H2 1.663 1.944 5.093
H3 3.726 2.773 3.934
H4 4.081 2.201 1.540
C6 1.586 -2.015 -2.773
C7 0.569 -1.050 -3.381
S2 -0.420 0.018 -2.269
C8 -2.060 -0.752 -2.243
C9 -2.076 -2.144 -1.652
S3 -1.462 -2.067 0.063
C10 -0.430 -3.560 0.205
C11 0.948 -3.531 -0.439
S4 0.958 -3.636 -2.255
H5 2.112 -1.562 -1.935
H6 2.331 -2.217 -3.543
H7 -0.155 -1.576 -4.005
H8 1.090 -0.335 -4.018
H9 -2.483 -0.728 -3.249
H10 -2.637 -0.061 -1.627
H11 -1.440 -2.830 -2.206
H12 -3.096 -2.529 -1.643
H13 -1.041 -4.381 -0.173
H14 -0.324 -3.698 1.282
H15 1.512 -4.385 -0.062
H16 1.495 -2.636 -0.144
C12 -3.105 2.384 0.104
C13 -1.583 2.429 0.091
C14 -1.032 3.722 0.690
O2 -1.036 1.341 0.770
H17 -3.521 3.270 -0.375
H18 -3.463 2.352 1.134
H19 -3.495 1.506 -0.411
H20 -1.223 2.377 -0.951
H21 -1.411 3.856 1.705
H22 -1.336 4.583 0.095
H23 0.057 3.685 0.725

HOMO level (alpha / beta) ... -11.34 / -11.37 eV
Total energy ... -2472.827123 hartree
Multiplicity ... 2
F_max ... 0.0244 Eh/bohr
Relative energy (zero: lowest compared OMol25 entry of this formula, charge and spin) ... 0.0 kcal/mol
Total charge ... +1

=====

[2]
C50H114F9N8O6PS | wB97M-V/def2-TZVPD

Positions of all 189 atoms, in Å:
C1 -1.490 -1.886 11.899
C2 -0.983 -1.397 10.515
O1 -0.079 -1.991 9.953
N1 -1.292 0.071 10.102
H1 -2.283 0.172 10.270
H2 -0.853 0.658 10.797
C3 -0.742 0.540 8.769
H3 -1.126 -1.235 12.695
H4 -1.088 -2.890 12.033
H5 -2.580 -1.889 11.868
H6 0.295 0.216 8.687
H7 -0.828 1.623 8.676
H8 -1.449 0.141 8.041
C4 -10.120 -0.654 4.006
C5 -8.915 -1.483 3.627
O2 -8.557 -1.653 2.475
N2 -7.993 -1.801 4.818
H9 -7.921 -1.127 5.566
H10 -8.358 -2.614 5.294
C6 -6.522 -2.044 4.416
H11 -9.723 0.360 3.967
H12 -10.327 -0.732 5.073
H13 -11.002 -0.718 3.367
H14 -5.890 -2.569 5.131
H15 -6.207 -1.040 4.134
H16 -6.557 -2.710 3.554
C7 -8.819 5.956 6.571
C8 -7.500 6.354 7.329
O3 -7.431 7.372 8.016
N3 -6.324 5.405 7.372
H17 -5.688 5.914 7.970
H18 -6.562 4.501 7.755
C9 -5.597 5.273 6.092
H19 -8.548 5.946 5.515
H20 -9.658 6.653 6.554
H21 -9.238 5.007 6.905
H22 -4.704 4.722 6.387
H23 -5.218 6.274 5.889
H24 -5.937 4.832 5.155
C10 6.858 -10.578 4.829
C11 5.877 -9.660 5.453
C12 6.285 -8.142 5.600
N4 5.189 -7.218 6.191
C13 4.528 -7.750 7.475
C14 5.614 -5.741 6.394
C15 5.030 -4.840 5.255
C16 4.616 -5.955 4.250
C17 4.110 -7.019 5.106
H25 6.679 -11.622 5.086
H26 7.889 -10.475 5.166
H27 6.893 -10.561 3.739
H28 5.769 -10.022 6.476
H29 4.978 -9.779 4.848
H30 6.738 -7.884 4.642
H31 7.115 -8.084 6.305
H32 4.224 -8.787 7.326
H33 3.665 -7.101 7.621
H34 5.329 -7.688 8.212
H35 5.190 -5.480 7.364
H36 6.698 -5.838 6.451
H37 4.124 -4.282 5.488
H38 5.707 -4.121 4.793
H39 3.727 -5.678 3.683
H40 5.448 -6.176 3.582
H41 3.177 -6.747 5.600
H42 3.887 -7.993 4.669
C18 3.364 8.895 2.418
C19 4.584 7.903 2.694
C20 5.769 8.792 3.169
N5 7.170 8.143 3.281
C21 7.081 6.904 4.127
C22 8.271 9.042 3.973
C23 9.577 8.567 3.504
C24 9.416 8.332 2.068
C25 7.882 7.981 1.941
H43 3.188 9.519 3.294
H44 2.450 8.400 2.092
H45 3.710 9.622 1.682
H46 4.832 7.369 1.777
H47 4.354 7.101 3.394
H48 5.505 9.176 4.155
H49 5.924 9.626 2.485
H50 8.106 6.534 4.121
H51 6.398 6.211 3.636
H52 6.841 7.041 5.181
H53 8.116 9.049 5.052
H54 8.063 10.083 3.728
H55 10.062 7.820 4.133
H56 10.259 9.395 3.699
H57 10.054 7.560 1.637
H58 9.537 9.209 1.431
H59 7.826 7.029 1.413
H60 7.369 8.607 1.212
C26 -7.681 3.265 -2.279
C27 -6.215 3.372 -2.792
C28 -5.992 4.398 -3.959
N6 -4.580 4.485 -4.491
C29 -4.042 3.181 -5.096
C30 -3.605 5.015 -3.418
C31 -2.483 5.640 -4.164
C32 -2.955 6.026 -5.587
C33 -4.434 5.521 -5.627
H61 -7.758 2.827 -1.284
H62 -8.348 2.756 -2.974
H63 -8.073 4.271 -2.133
H64 -5.829 2.399 -3.096
H65 -5.640 3.766 -1.954
H66 -6.260 5.386 -3.583
H67 -6.522 4.184 -4.887
H68 -4.777 2.792 -5.801
H69 -3.989 2.501 -4.246
H70 -3.078 3.367 -5.570
H71 -3.213 4.290 -2.706
H72 -4.245 5.761 -2.946
H73 -1.522 5.130 -4.235
H74 -2.269 6.458 -3.475
H75 -2.357 5.458 -6.300
H76 -2.691 7.084 -5.596
H77 -4.836 5.260 -6.606
H78 -5.185 6.257 -5.340
C34 -5.779 -3.786 -6.711
C35 -5.628 -4.740 -5.591
C36 -4.295 -4.631 -4.911
N7 -4.267 -5.365 -3.533
C37 -5.305 -4.687 -2.525
C38 -2.756 -5.170 -2.995
C39 -2.692 -6.179 -1.859
C40 -3.394 -7.438 -2.418
C41 -4.386 -6.934 -3.490
H79 -5.697 -2.720 -6.503
H80 -6.757 -3.861 -7.188
H81 -5.165 -4.079 -7.563
H82 -5.998 -5.749 -5.770
H83 -6.327 -4.195 -4.957
H84 -4.121 -3.607 -4.578
H85 -3.524 -5.054 -5.555
H86 -6.364 -4.849 -2.727
H87 -5.121 -3.612 -2.525
H88 -5.252 -5.078 -1.509
H89 -2.562 -4.151 -2.660
H90 -2.129 -5.501 -3.823
H91 -3.060 -5.744 -0.930
H92 -1.634 -6.417 -1.755
H93 -4.046 -7.862 -1.654
H94 -2.763 -8.296 -2.651
H95 -5.434 -7.030 -3.208
H96 -4.336 -7.464 -4.441
C42 2.338 -1.384 -7.376
C43 2.759 -2.845 -7.692
C44 2.047 -3.600 -8.823
N8 2.907 -3.871 -10.106
C45 3.973 -4.916 -9.751
C46 3.654 -2.665 -10.812
C47 3.821 -2.909 -12.288
C48 2.892 -4.078 -12.538
C49 2.050 -4.341 -11.294
H97 1.318 -1.306 -7.001
H98 2.286 -0.892 -8.348
H99 2.825 -0.766 -6.622
H100 2.734 -3.350 -6.727
H101 3.814 -2.765 -7.954
H102 1.205 -3.011 -9.188
H103 1.606 -4.526 -8.453
H104 3.385 -5.631 -9.175
H105 4.815 -4.563 -9.155
H106 4.479 -5.253 -10.655
H107 4.516 -2.344 -10.228
H108 2.821 -1.964 -10.761
H109 4.870 -2.937 -12.581
H110 3.396 -2.103 -12.886
H111 3.524 -4.939 -12.755
H112 2.205 -3.919 -13.370
H113 1.609 -5.316 -11.089
H114 1.155 -3.722 -11.229
C50 1.417 1.460 0.955
F1 1.348 2.527 0.099
F2 2.352 0.508 0.488
F3 1.830 1.916 2.221
S1 -0.358 0.726 1.009
O4 -1.170 1.722 1.803
O5 -0.850 0.548 -0.346
O6 -0.410 -0.492 1.790
P1 6.726 5.469 -4.987
F4 6.690 6.814 -4.083
F5 7.991 4.839 -4.185
F6 5.649 4.761 -4.010
F7 6.738 4.059 -5.959
F8 5.432 5.935 -5.878
F9 7.746 6.217 -6.032

HOMO level ... -14.99 eV
Total energy ... -4499.073775 hartree
F_max ... 0.1153 Eh/bohr
Relative energy (zero: lowest compared OMol25 entry of this formula, charge and spin) ... 0.0 kcal/mol
Total charge ... +6

=====

[3]
C48H39BrN4O2OsSTe | wB97M-V/def2-TZVPD

Positions of all 97 atoms, in Å:
Os1 -5.025 -24.225 1.058
Br1 -8.821 -24.753 -5.197
C1 -8.141 -24.202 -3.501
C2 -9.059 -23.847 -2.507
C3 -8.642 -23.744 -1.174
C4 -7.282 -23.795 -0.894
O1 -6.918 -23.944 0.397
C5 -6.296 -23.975 -1.982
C6 -4.851 -23.832 -1.838
N1 -4.172 -24.116 -0.735
C7 -2.778 -24.170 -0.644
C8 -1.919 -23.877 -1.689
C9 -0.534 -23.755 -1.427
C10 0.050 -24.041 -0.207
C11 -0.792 -24.446 0.887
C12 -0.327 -24.858 2.204
C13 -1.297 -25.256 3.103
C14 -2.652 -25.216 2.841
N2 -3.127 -24.792 1.639
C15 -2.222 -24.391 0.668
C16 -6.768 -24.262 -3.255
H1 -10.086 -23.624 -2.781
H2 -9.321 -23.622 -0.378
H3 -4.334 -23.593 -2.795
H4 -2.363 -23.519 -2.656
H5 0.149 -23.665 -2.280
H6 1.117 -23.912 -0.052
H7 0.716 -24.824 2.413
H8 -0.969 -25.720 4.028
H9 -3.346 -25.630 3.554
H10 -6.120 -24.548 -4.079
S1 -5.888 -28.504 2.532
C17 -4.987 -28.606 1.040
C18 -4.791 -27.376 0.475
C19 -5.262 -26.288 1.222
C20 -5.896 -26.775 2.404
C21 -6.533 -25.789 3.176
C22 -7.493 -25.977 4.155
C23 -7.793 -24.866 4.974
C24 -7.400 -23.608 4.627
C25 -6.748 -23.365 3.320
N3 -6.050 -24.510 2.809
H11 -4.818 -29.576 0.534
H12 -4.285 -27.180 -0.497
H13 -8.059 -26.921 4.312
H14 -8.368 -25.138 5.869
H15 -7.559 -22.708 5.247
H16 -7.401 -22.905 2.553
C26 2.991 -16.647 -5.407
C27 1.896 -17.327 -4.638
C28 2.110 -18.525 -3.986
C29 1.114 -19.216 -3.293
C30 1.377 -20.560 -2.586
C31 -0.179 -18.656 -3.232
Te1 -1.699 -19.645 -2.099
N4 -4.757 -22.468 1.586
C32 -4.846 -21.910 2.761
O2 -5.817 -22.171 3.627
C33 -3.992 -20.792 3.103
C34 -2.612 -20.964 3.111
C35 -1.790 -19.913 3.630
C36 -2.389 -18.709 3.989
C37 -3.793 -18.604 4.022
C38 -4.577 -19.616 3.507
C39 -3.215 -19.482 -3.620
C40 -2.825 -19.565 -4.944
C41 -3.731 -19.563 -5.969
C42 -5.077 -19.565 -5.649
C43 -5.500 -19.637 -4.317
C44 -4.630 -19.531 -3.285
C45 -5.110 -19.455 -1.880
C46 -0.405 -17.340 -3.705
C47 -1.723 -16.610 -3.488
C48 0.597 -16.752 -4.472
H17 2.871 -15.581 -5.444
H18 2.974 -17.137 -6.415
H19 4.016 -16.849 -4.959
H20 3.100 -19.031 -4.050
H21 2.362 -20.899 -2.747
H22 0.688 -21.347 -2.913
H23 1.168 -20.527 -1.516
H24 -2.132 -21.884 2.777
H25 -0.739 -20.138 3.818
H26 -1.800 -17.821 4.295
H27 -4.298 -17.784 4.485
H28 -5.634 -19.496 3.469
H29 -1.722 -19.662 -5.151
H30 -3.378 -19.608 -6.996
H31 -5.787 -19.631 -6.449
H32 -6.548 -19.814 -4.094
H33 -6.185 -19.302 -1.942
H34 -4.702 -18.619 -1.261
H35 -4.901 -20.368 -1.306
H36 -2.112 -16.758 -2.485
H37 -2.537 -16.973 -4.113
H38 -1.661 -15.501 -3.723
H39 0.425 -15.719 -4.829

HOMO level (alpha / beta) ... -7.17 / -9.30 eV
Total energy ... -5552.504840 hartree
Multiplicity ... 6
F_max ... 0.0872 Eh/bohr
Relative energy (zero: lowest compared OMol25 entry of this formula, charge and spin) ... 49.9 kcal/mol
Total charge ... +1

=====

[4]
C5H12O | wB97M-V/def2-TZVPD

Positions of all 18 atoms, in Å:
C1 1.967 0.823 1.618
C2 0.578 0.254 1.324
C3 0.305 0.248 -0.135
C4 -1.631 -1.540 -0.521
O1 -0.515 1.096 -0.642
C5 -0.985 1.047 -1.884
H1 2.734 0.234 1.103
H2 2.031 1.851 1.249
H3 2.191 0.817 2.689
H4 -0.204 0.830 1.831
H5 0.507 -0.777 1.705
H6 0.837 -0.414 -0.815
H7 -0.748 -2.182 -0.442
H8 -2.439 -2.099 -0.988
H9 -1.934 -1.229 0.484
H10 -0.356 0.574 -2.632
H11 -1.514 -0.660 -1.196
H12 -1.664 1.847 -2.128

HOMO level (alpha / beta) ... -6.94 / -7.26 eV
Total energy ... -272.797339 hartree
F_max ... 0.0148 Eh/bohr
Relative energy (zero: lowest compared OMol25 entry of this formula, charge and spin) ... 95.0 kcal/mol

=====

[5]
C31H37N6O2RbS2 | wB97M-V/def2-TZVPD

Positions of all 79 atoms, in Å:
Rb1 -0.054 -0.692 -0.544
N1 0.078 -1.630 -6.062
C1 0.661 -1.793 -4.794
S1 0.356 -3.310 -4.081
N2 1.319 -0.766 -4.361
N3 2.024 -0.908 -3.195
C2 2.297 0.139 -2.517
C3 1.974 1.558 -2.758
C4 2.512 2.223 -3.841
C5 2.289 3.579 -4.058
C6 1.486 4.271 -3.164
C7 0.931 3.636 -2.078
C8 1.141 2.253 -1.812
O1 0.603 1.675 -0.819
H1 -0.760 -2.190 -6.160
H2 -0.055 -0.659 -6.310
H3 2.861 -0.068 -1.605
H4 3.144 1.672 -4.531
H5 2.732 4.085 -4.909
H6 1.278 5.327 -3.328
H7 0.303 4.180 -1.381
N4 1.566 -3.163 -0.590
C9 0.949 -4.451 -0.413
C10 -0.200 -4.344 0.593
N5 -1.149 -3.373 0.101
H8 1.934 -3.040 -1.525
H9 2.272 -2.982 0.110
H10 1.655 -5.235 -0.065
H11 0.534 -4.764 -1.375
H12 0.200 -3.980 1.543
H13 -0.639 -5.355 0.749
H14 -1.955 -3.282 0.707
H15 -1.456 -3.632 -0.831
C11 -2.192 0.567 -3.101
N6 -2.712 -0.060 -1.907
C12 -3.764 -0.992 -2.234
C13 -3.174 0.943 -0.952
C14 -3.580 0.344 0.373
C15 -4.923 0.362 0.736
C16 -5.326 -0.122 1.969
C17 -4.370 -0.624 2.835
C18 -3.035 -0.638 2.450
C19 -2.575 -0.159 1.220
H16 -2.987 1.078 -3.682
H17 -1.731 -0.180 -3.745
H18 -1.427 1.292 -2.836
H19 -4.631 -0.499 -2.723
H20 -4.112 -1.456 -1.312
H21 -3.381 -1.763 -2.905
H22 -4.024 1.522 -1.379
H23 -2.335 1.625 -0.784
H24 -5.669 0.770 0.055
H25 -6.373 -0.089 2.258
H26 -4.673 -1.002 3.811
H27 -2.305 -1.013 3.168
O2 1.644 -1.629 2.280
S2 0.824 -0.425 2.489
C20 1.173 0.039 4.213
C21 2.265 -0.526 4.868
C22 2.509 -0.236 6.191
C23 1.651 0.615 6.889
C24 0.556 1.176 6.234
C25 0.315 0.890 4.907
C26 1.838 0.942 1.876
C27 1.307 2.212 1.735
C28 2.108 3.227 1.242
C29 3.406 2.959 0.842
C30 3.919 1.677 0.954
C31 3.133 0.669 1.480
H28 2.892 -1.205 4.310
H29 3.363 -0.678 6.693
H30 1.825 0.818 7.937
H31 -0.115 1.830 6.778
H32 -0.544 1.299 4.397
H33 0.272 2.391 1.980
H34 1.702 4.221 1.117
H35 4.009 3.742 0.403
H36 4.921 1.455 0.611
H37 3.493 -0.348 1.563

HOMO level ... -1.14 eV
Total energy ... -2502.901888 hartree
F_max ... 0.0290 Eh/bohr
Relative energy (zero: lowest compared OMol25 entry of this formula, charge and spin) ... 8.6 kcal/mol
Total charge ... -2